No. 1
78
Properties=species:S:1:pos:R:3 method="wB97M-V/def2-TZVPD" lumo_ev="-5.6837 / -5.4217" charge=+1 s2=0.770 gap_ev="4.4 / 4.7" spin_multiplicity=2
Au 0.606 0.042 0.145
C -0.642 5.430 -0.309
C -1.412 4.181 -0.474
N -2.695 4.051 -0.427
N -2.962 2.746 -0.618
C -1.838 2.020 -0.768
S -1.673 0.386 -1.043
N -0.833 2.946 -0.689
N 0.502 2.623 -0.792
H -1.328 6.270 -0.366
H 0.120 5.532 -1.082
H -0.155 5.454 0.665
H -3.915 2.416 -0.636
H 1.063 3.301 -0.284
H 0.794 2.558 -1.767
C 3.132 -1.890 1.624
Ge 2.922 -0.836 -0.066
C 3.376 -1.976 -1.625
C 3.564 -3.343 -1.460
C 3.982 -4.127 -2.520
C 4.190 -3.555 -3.766
C 3.985 -2.196 -3.943
C 3.572 -1.413 -2.881
C 4.138 0.739 0.150
C 3.675 2.014 -0.052
C 4.352 3.135 0.452
C 5.456 2.962 1.238
C 6.014 1.678 1.409
C 7.202 1.473 2.139
C 7.770 0.233 2.222
C 7.213 -0.842 1.513
C 6.052 -0.679 0.810
C 5.387 0.561 0.794
H 4.173 -2.122 1.833
H 2.569 -2.819 1.596
H 2.759 -1.300 2.454
H 3.400 -3.793 -0.490
H 4.152 -5.184 -2.374
H 4.511 -4.166 -4.596
H 4.153 -1.744 -4.909
H 3.413 -0.351 -3.018
H 2.762 2.144 -0.616
H 3.971 4.128 0.252
H 5.933 3.807 1.714
H 7.672 2.326 2.605
H 8.664 0.077 2.807
H 7.718 -1.794 1.517
H 5.649 -1.484 0.208
C -0.604 2.136 4.664
C 0.748 1.812 4.011
C 0.787 2.359 2.590
C 0.983 0.330 4.096
C 1.814 -0.180 5.063
C 1.922 -1.547 5.298
C 1.126 -2.420 4.566
C 0.308 -1.987 3.552
C -0.626 -2.950 2.877
C -0.625 -2.887 1.355
C -2.038 -2.679 3.413
C 0.270 -0.573 3.204
N -0.357 -0.151 2.171
H -0.748 3.214 4.705
H -0.641 1.745 5.679
H -1.415 1.690 4.090
H 1.537 2.301 4.593
H -0.022 1.904 2.019
H 1.735 2.114 2.114
H 0.645 3.436 2.604
H 2.391 0.504 5.668
H 2.596 -1.922 6.052
H 1.162 -3.476 4.796
H -0.326 -3.958 3.185
H -1.055 -1.943 1.022
H -1.227 -3.700 0.958
H 0.384 -2.972 0.954
H -2.357 -1.682 3.115
H -2.047 -2.739 4.500
H -2.740 -3.407 3.015



No. 2
74
Properties=species:S:1:pos:R:3 method="wB97M-V/def2-TZVPD" e_above_lowest_ev=0.0000 lumo_ev=-1.3395 charge=0 gap_ev=6.4
C 2.945 1.339 3.203
C 3.246 1.988 1.860
C 4.686 2.480 1.887
O 3.117 1.032 0.835
B 1.845 1.267 0.165
C 2.319 1.952 -1.338
C 1.451 2.818 -2.000
C 1.880 3.542 -3.127
C 3.186 3.395 -3.606
C 4.063 2.541 -2.929
C 3.637 1.837 -1.785
C 1.049 -0.198 0.138
C 1.869 -1.416 0.143
C -0.417 -0.362 0.338
O 1.160 2.406 0.748
C 2.136 3.116 1.484
C 1.468 3.766 2.683
C 2.799 4.229 0.680
H 3.133 2.060 4.011
H 1.903 0.997 3.245
H 3.614 0.481 3.345
H 4.811 3.213 2.689
H 5.350 1.635 2.100
H 5.001 2.926 0.940
H 0.440 2.969 -1.626
H 1.190 4.238 -3.601
H 3.500 3.900 -4.520
H 5.095 2.432 -3.263
H 4.357 1.219 -1.249
H 2.941 -1.177 0.110
H 1.672 -2.059 1.025
H 1.616 -2.025 -0.744
H -0.577 -0.059 1.387
H -0.988 0.429 -0.192
H 2.202 4.317 3.284
H 0.713 4.476 2.331
H 0.974 3.021 3.309
H 3.447 4.832 1.330
H 3.408 3.849 -0.146
H 2.043 4.899 0.259
C -1.924 -2.485 3.016
C -2.766 -2.231 1.831
N -4.100 -2.512 1.884
C -4.765 -3.190 2.984
C -4.705 -2.200 0.670
C -3.682 -1.704 -0.196
C -4.035 -1.414 -1.516
C -5.282 -1.818 -1.997
C -6.196 -2.486 -1.163
C -5.939 -2.632 0.210
C -2.439 -1.826 0.517
C -1.034 -1.709 0.002
C -0.937 -2.049 -1.515
C -1.584 -3.188 -2.026
C -1.384 -3.582 -3.356
C -0.634 -2.793 -4.228
C -0.020 -1.637 -3.741
C -0.165 -1.289 -2.396
H -0.887 -2.221 2.777
H -2.243 -1.860 3.865
H -1.974 -3.543 3.334
H -5.802 -3.392 2.691
H -4.251 -4.138 3.200
H -4.751 -2.575 3.895
H -3.318 -0.901 -2.161
H -5.565 -1.613 -3.027
H -7.116 -2.883 -1.573
H -6.609 -3.160 0.887
H -0.501 -2.514 0.514
H -2.269 -3.746 -1.384
H -1.845 -4.515 -3.712
H -0.498 -3.090 -5.269
H 0.590 -1.007 -4.385
H 0.353 -0.403 -2.030



no.,strongest force on any atom (hartree/bohr)
1,0.0570
2,0.0455